(1)
120
Properties=species:S:1:pos:R:3:lowdin_spin:R:1 method="wB97M-V/def2-TZVPD" spin_multiplicity=2 total_charge=-2 energy_ha=-9713.83115 fmax_ev_per_a=1.41
Sn 0.517 -0.310 -2.457 0.023
C -5.044 1.805 0.597 0.000
C -4.158 0.835 -0.125 0.000
C -3.693 -0.342 0.453 0.000
C -2.896 -1.213 -0.253 0.000
C -2.547 -0.989 -1.599 0.001
N -1.803 -1.845 -2.343 0.006
C -1.935 -3.166 -2.243 0.001
C -3.070 -3.779 -1.645 0.000
C -3.203 -5.132 -1.491 0.000
C -2.201 -5.995 -1.923 0.000
C -2.335 -7.483 -1.741 0.000
C -1.132 -5.437 -2.607 0.000
C -1.004 -4.072 -2.844 0.000
N -0.021 -3.646 -3.757 0.000
C 0.729 -4.459 -4.538 0.000
C 1.426 -3.668 -5.422 0.000
C 1.035 -2.366 -5.111 0.000
N 0.171 -2.376 -4.114 0.004
C -2.956 0.248 -2.144 0.000
C -3.745 1.121 -1.418 0.000
N -2.604 0.624 -3.451 0.000
C -3.444 1.141 -4.361 0.000
C -2.703 1.443 -5.483 0.000
C -1.399 1.083 -5.146 0.003
N -1.365 0.592 -3.921 0.002
H -5.310 1.453 1.591 0.000
H -4.545 2.769 0.697 0.000
H -5.961 1.970 0.030 0.000
H -3.961 -0.571 1.478 0.000
H -2.498 -2.094 0.229 0.000
H -3.873 -3.135 -1.317 0.000
H -4.090 -5.541 -1.021 0.000
H -3.233 -7.703 -1.165 0.000
H -2.422 -7.991 -2.705 0.000
H -1.481 -7.912 -1.215 0.000
H -0.390 -6.122 -2.990 0.000
H 0.736 -5.526 -4.455 0.000
H 2.103 -3.997 -6.187 0.000
H 1.330 -1.440 -5.569 0.000
H -4.005 2.073 -1.860 0.000
H -4.493 1.248 -4.163 0.000
H -3.056 1.868 -6.402 0.000
H -0.503 1.159 -5.730 0.007
Se -2.998 5.499 1.064 0.000
P -1.877 3.965 1.957 0.000
C -0.406 4.725 2.734 0.000
C 0.767 4.791 1.990 0.000
C 1.872 5.452 2.494 0.000
C 1.806 6.076 3.727 0.000
C 0.631 6.035 4.460 0.000
C -0.471 5.363 3.968 0.000
C -2.877 3.181 3.264 0.000
C -3.569 3.960 4.188 0.000
C -4.364 3.354 5.143 0.000
C -4.503 1.975 5.160 0.000
C -3.877 1.207 4.193 0.000
C -3.065 1.806 3.250 0.000
C -1.254 2.713 0.860 0.000
C -0.447 1.557 0.861 0.000
N -0.292 1.229 -0.430 -0.001
N -0.938 2.099 -1.166 0.001
N -1.518 2.988 -0.427 0.000
P 0.547 0.573 1.978 0.000
Se 0.859 -1.425 1.417 0.000
C 2.117 1.510 2.076 0.000
C 2.813 1.635 3.272 0.000
C 3.997 2.349 3.310 0.000
C 4.498 2.926 2.154 0.000
C 3.835 2.755 0.949 0.000
C 2.648 2.046 0.908 0.001
C -0.174 0.709 3.653 0.000
C -0.159 1.926 4.328 0.000
C -0.734 2.032 5.580 0.000
C -1.326 0.925 6.167 0.000
C -1.329 -0.294 5.504 0.000
C -0.753 -0.402 4.252 0.000
H 0.820 4.326 1.015 0.000
H 2.786 5.477 1.922 0.000
H 2.663 6.606 4.116 0.000
H 0.577 6.529 5.420 0.000
H -1.382 5.323 4.542 0.000
H -3.517 5.039 4.117 0.000
H -4.886 3.954 5.876 0.000
H -5.128 1.501 5.903 0.000
H -4.021 0.136 4.177 0.000
H -2.582 1.210 2.490 0.000
H 2.421 1.182 4.173 0.000
H 4.529 2.451 4.249 0.000
H 5.413 3.502 2.197 0.000
H 4.233 3.169 0.035 0.000
H 2.142 1.906 -0.040 0.003
H 0.321 2.779 3.873 0.000
H -0.728 2.984 6.093 0.000
H -1.786 1.012 7.141 0.000
H -1.785 -1.158 5.967 0.000
H -0.741 -1.347 3.725 0.000
S 3.832 3.718 -5.314 0.287
Sb 3.585 1.440 -5.010 0.308
S 2.664 1.015 -2.730 0.133
S 2.195 0.588 -6.658 0.214
O 2.202 -2.271 -2.059 0.002
C 3.261 -2.860 -2.198 0.000
C 4.051 -2.710 -3.478 0.000
C 5.560 -2.952 -3.430 0.001
C 6.156 -2.526 -2.088 0.000
C 6.151 -3.656 -1.056 0.000
C 4.854 -4.471 -1.108 0.000
N 3.680 -3.645 -1.185 0.000
H 3.863 -1.676 -3.784 0.002
H 3.586 -3.340 -4.240 0.000
H 6.016 -2.361 -4.227 0.001
H 5.797 -3.999 -3.639 0.000
H 5.577 -1.683 -1.710 0.000
H 7.186 -2.194 -2.223 0.000
H 6.284 -3.231 -0.060 0.000
H 6.987 -4.338 -1.235 0.000
H 4.771 -5.081 -0.206 0.000
H 4.883 -5.144 -1.972 0.000
H 3.080 -3.566 -0.375 0.000

(2)
295
Properties=species:S:1:pos:R:3:mulliken_charge:R:1 method="wB97M-V/def2-TZVPD" spin_multiplicity=1 total_charge=-2 energy_ha=-6377.65729 fmax_ev_per_a=5.80
Cl 15.450 -3.982 -19.273 -0.856
O 8.775 -9.973 -23.989 -0.380
C 8.937 -8.988 -23.243 -0.040
O 9.339 -9.044 -21.988 0.284
B 9.279 -7.673 -21.393 0.051
O 8.791 -6.811 -22.515 -0.726
C 8.554 -7.562 -23.584 0.207
O 8.022 -7.303 -24.626 -0.759
O 10.635 -7.233 -20.994 0.120
C 10.610 -7.062 -19.642 -0.018
O 11.628 -7.019 -18.878 -0.454
C 9.132 -7.141 -19.146 0.528
O 8.470 -7.572 -20.136 -0.109
O 8.718 -7.033 -17.984 -0.909
C 4.164 -12.391 -28.228 -1.398
C 3.380 -11.174 -27.660 0.551
C 4.003 -10.684 -26.308 -0.238
O 4.136 -11.806 -25.376 -0.353
C 4.577 -11.394 -24.075 -0.709
N 3.592 -10.247 -28.664 -0.519
H 5.109 -12.196 -28.734 0.164
H 3.510 -12.840 -28.976 0.488
H 4.059 -13.220 -27.528 0.481
H 2.368 -11.570 -27.577 0.285
H 3.292 -9.972 -25.888 0.564
H 4.885 -10.051 -26.405 -0.129
H 3.902 -10.691 -23.587 0.385
H 5.474 -10.826 -24.320 0.223
H 4.890 -12.155 -23.359 0.208
H 2.805 -10.428 -29.270 0.324
H 3.278 -9.436 -28.151 0.242
C 4.830 -5.842 -19.063 -0.924
C 3.475 -5.156 -19.036 0.647
C 3.215 -4.686 -17.599 -1.116
O 3.430 -5.865 -16.807 0.068
C 2.451 -6.168 -15.870 -0.770
N 3.335 -4.182 -20.118 -0.607
H 4.848 -6.815 -18.571 0.433
H 5.693 -5.304 -18.671 0.353
H 5.058 -6.139 -20.087 -0.131
H 2.683 -5.879 -19.232 0.054
H 2.211 -4.342 -17.354 0.602
H 3.907 -3.872 -17.381 0.284
H 2.821 -6.996 -15.266 0.004
H 1.523 -6.581 -16.265 0.370
H 2.192 -5.331 -15.222 0.363
H 2.510 -3.621 -19.960 0.261
H 3.237 -4.771 -20.932 0.309
C 14.540 -7.889 -20.282 -0.037
C 15.450 -8.754 -21.172 0.163
C 14.708 -9.398 -22.387 -0.032
O 14.354 -8.302 -23.246 -0.107
C 13.525 -8.777 -24.388 0.018
N 16.601 -7.945 -21.685 -0.697
H 15.063 -7.394 -19.464 0.674
H 13.896 -8.670 -19.877 0.076
H 13.999 -7.121 -20.835 -0.931
H 15.882 -9.558 -20.575 0.459
H 13.769 -9.785 -21.991 -0.567
H 15.360 -10.043 -22.975 0.439
H 14.011 -9.506 -25.037 0.332
H 13.212 -7.940 -25.012 0.037
H 12.692 -9.296 -23.913 -0.245
H 17.324 -8.640 -21.805 0.261
H 16.996 -7.400 -20.932 0.287
C 5.594 -10.180 -14.602 -0.655
C 5.174 -11.716 -14.698 0.727
C 6.272 -12.698 -14.572 -0.886
O 7.368 -12.318 -15.376 -0.142
C 8.268 -13.295 -15.793 -1.036
N 4.287 -12.051 -13.619 -0.755
H 6.197 -9.814 -13.772 0.218
H 4.698 -9.573 -14.736 0.310
H 6.177 -10.048 -15.514 0.005
H 4.733 -11.856 -15.685 -0.195
H 5.981 -13.694 -14.905 0.407
H 6.717 -12.770 -13.580 0.428
H 9.094 -12.951 -16.416 0.206
H 7.918 -14.239 -16.208 0.432
H 8.867 -13.638 -14.949 0.389
H 4.876 -12.098 -12.800 0.366
H 3.772 -11.214 -13.383 0.290
C 6.864 -14.346 -24.912 -0.788
C 5.903 -15.468 -25.312 0.430
C 5.544 -16.385 -24.160 -1.025
O 4.638 -15.738 -23.243 -0.223
C 4.151 -16.492 -22.171 -0.862
N 4.730 -14.931 -25.869 -0.619
H 7.200 -13.852 -25.824 0.119
H 7.815 -14.712 -24.524 0.515
H 6.355 -13.640 -24.256 -0.166
H 6.278 -16.064 -26.144 0.352
H 6.445 -16.758 -23.674 0.445
H 5.209 -17.299 -24.650 0.479
H 3.859 -15.710 -21.471 0.231
H 4.940 -17.063 -21.682 0.335
H 3.316 -17.141 -22.437 0.270
H 4.185 -14.768 -25.034 0.510
H 5.020 -13.973 -26.002 -0.305
C 5.915 -4.163 -22.592 -0.938
C 7.012 -3.236 -23.148 0.683
C 7.439 -3.554 -24.646 -0.294
O 8.574 -2.877 -25.160 -0.438
C 8.679 -2.928 -26.556 -0.436
N 6.622 -1.871 -22.966 -0.828
H 5.881 -4.183 -21.503 0.726
H 6.246 -5.149 -22.920 -0.372
H 4.926 -3.907 -22.974 0.377
H 7.894 -3.294 -22.511 -0.003
H 6.590 -3.353 -25.298 0.618
H 7.525 -4.640 -24.692 -0.236
H 9.500 -2.277 -26.855 0.412
H 7.793 -2.587 -27.091 0.354
H 8.934 -3.924 -26.918 -0.109
H 7.361 -1.235 -23.229 0.293
H 6.263 -1.733 -22.032 0.248
C 14.298 -8.892 -27.966 -1.474
C 12.768 -9.008 -28.148 1.886
C 12.223 -7.675 -28.813 -1.258
O 11.791 -6.751 -27.882 -0.347
C 10.410 -6.964 -27.446 0.900
N 12.552 -10.115 -29.150 -0.896
H 14.501 -8.263 -27.099 0.016
H 14.895 -8.549 -28.810 0.421
H 14.731 -9.851 -27.681 0.378
H 12.332 -9.333 -27.203 -0.296
H 11.454 -7.781 -29.578 0.402
H 13.055 -7.164 -29.299 0.308
H 10.321 -7.992 -27.097 -0.028
H 9.677 -6.858 -28.245 -0.357
H 10.229 -6.226 -26.664 -0.177
H 11.577 -9.863 -29.224 0.236
H 12.623 -10.973 -28.622 0.253
C 4.726 -4.003 -12.577 -1.581
C 5.581 -5.269 -12.904 0.156
C 4.844 -6.630 -12.797 0.812
O 4.682 -7.068 -11.436 -0.438
C 4.562 -8.448 -11.047 -0.629
N 6.040 -4.963 -14.274 -0.520
H 5.162 -3.084 -12.967 0.423
H 4.648 -3.957 -11.490 0.379
H 3.717 -4.179 -12.948 0.271
H 6.449 -5.241 -12.245 0.452
H 5.448 -7.355 -13.342 -0.424
H 3.896 -6.608 -13.335 0.045
H 5.517 -8.966 -10.959 0.249
H 4.007 -9.048 -11.769 0.191
H 4.075 -8.594 -10.082 0.310
H 6.907 -5.447 -14.458 0.071
H 5.332 -5.108 -14.979 0.187
C 11.413 -4.461 -23.210 -1.461
C 12.693 -5.199 -23.635 1.452
C 13.396 -4.858 -24.875 -0.934
O 14.397 -5.798 -25.350 -0.129
C 14.941 -5.348 -26.618 -0.892
N 13.717 -5.481 -22.616 -0.200
H 10.874 -5.063 -22.478 -0.012
H 10.628 -4.492 -23.966 0.216
H 11.543 -3.412 -22.945 0.473
H 12.385 -6.232 -23.797 -0.634
H 13.813 -3.854 -24.790 0.519
H 12.627 -4.531 -25.575 0.411
H 15.758 -4.628 -26.548 0.271
H 14.190 -5.025 -27.339 0.333
H 15.555 -6.199 -26.912 0.266
H 13.306 -5.633 -21.706 -0.177
H 14.046 -4.526 -22.644 0.324
C 3.519 -6.900 -26.631 -1.783
C 4.634 -6.528 -25.603 0.597
C 4.465 -7.161 -24.172 0.409
O 3.311 -6.573 -23.552 -0.511
C 3.060 -7.056 -22.276 -0.482
N 5.812 -7.106 -26.203 1.474
H 3.470 -7.975 -26.806 -0.018
H 3.925 -6.375 -27.495 0.424
H 2.466 -6.667 -26.474 0.381
H 4.706 -5.449 -25.464 0.063
H 5.374 -7.098 -23.574 -0.097
H 4.344 -8.236 -24.307 -0.006
H 2.862 -6.169 -21.675 -0.169
H 3.917 -7.578 -21.849 0.256
H 2.186 -7.691 -22.424 0.347
H 6.603 -7.167 -25.578 0.065
H 5.681 -8.039 -26.567 -0.392
C 9.285 -11.468 -19.423 -1.000
C 7.906 -11.868 -19.356 1.391
C 7.028 -10.600 -19.597 -0.668
O 5.579 -10.873 -19.630 -0.247
C 4.929 -10.969 -18.401 -0.492
N 7.641 -12.849 -20.429 -0.474
H 10.051 -12.233 -19.296 0.297
H 9.380 -10.827 -18.547 0.434
H 9.580 -10.830 -20.257 -0.266
H 7.638 -12.351 -18.416 -0.112
H 7.187 -10.253 -20.618 -0.036
H 7.311 -9.834 -18.875 0.243
H 4.621 -9.975 -18.076 0.229
H 5.567 -11.279 -17.574 -0.145
H 4.041 -11.562 -18.624 0.300
H 7.640 -13.758 -19.988 0.303
H 6.650 -12.792 -20.617 0.148
C 10.544 -12.527 -26.785 -0.010
C 10.244 -14.040 -27.042 0.293
C 11.052 -14.734 -28.184 -1.197
O 12.428 -14.376 -28.014 -0.243
C 13.212 -15.000 -29.098 -0.821
N 10.443 -14.892 -25.861 -0.621
H 10.252 -11.969 -27.675 -0.076
H 11.614 -12.394 -26.623 0.346
H 10.050 -12.072 -25.927 0.247
H 9.222 -14.024 -27.422 0.053
H 10.737 -14.372 -29.163 0.402
H 11.031 -15.823 -28.147 0.548
H 13.132 -14.542 -30.084 0.298
H 12.982 -16.066 -29.125 0.306
H 14.259 -14.833 -28.845 0.249
H 10.054 -14.349 -25.104 -0.023
H 11.418 -15.064 -25.658 0.350
C 12.240 -12.217 -23.625 -0.460
C 11.547 -13.322 -22.784 0.732
C 11.730 -13.168 -21.274 -0.513
O 12.886 -13.676 -20.775 -0.592
C 14.073 -12.830 -21.008 -0.570
N 10.158 -13.170 -23.107 0.145
H 11.669 -11.828 -24.468 -0.343
H 13.186 -12.560 -24.045 0.487
H 12.433 -11.258 -23.143 -0.101
H 11.881 -14.299 -23.135 0.225
H 10.909 -13.553 -20.670 0.518
H 11.880 -12.143 -20.934 0.099
H 14.822 -13.123 -20.272 0.396
H 14.006 -11.758 -20.820 0.073
H 14.503 -13.100 -21.972 0.284
H 9.512 -13.640 -22.488 0.277
H 9.745 -12.254 -23.010 -0.554
C 13.975 -9.525 -16.260 -0.283
C 13.866 -8.004 -15.955 -0.106
O 13.801 -7.806 -14.533 -0.638
O 15.164 -9.972 -15.616 -0.566
H 14.184 -9.785 -17.298 0.105
H 13.161 -10.105 -15.826 0.260
H 12.901 -7.717 -16.372 0.202
H 14.684 -7.413 -16.368 0.400
H 12.957 -8.071 -14.160 0.330
H 14.982 -10.599 -14.913 0.282
C 10.530 -2.363 -16.854 -0.046
C 11.310 -2.350 -18.227 -0.124
O 12.709 -2.183 -17.931 -0.395
O 10.926 -1.413 -15.822 -0.513
H 10.735 -3.343 -16.424 -0.251
H 9.458 -2.529 -16.964 0.500
H 10.835 -1.490 -18.700 0.223
H 11.176 -3.218 -18.872 0.069
H 13.169 -2.614 -18.654 0.227
H 10.246 -1.517 -15.153 0.302
C 7.733 -5.358 -30.186 -0.486
C 6.764 -5.836 -29.100 -0.164
O 7.177 -5.401 -27.773 -0.186
O 7.299 -5.775 -31.484 -0.558
H 8.728 -5.804 -30.155 0.071
H 7.923 -4.320 -29.915 0.320
H 6.724 -6.917 -28.959 -0.020
H 5.738 -5.470 -29.134 0.575
H 6.572 -5.912 -27.231 0.096
H 6.498 -5.303 -31.723 0.345
C 13.096 -4.022 -14.717 0.200
C 14.213 -4.174 -15.759 0.024
O 14.899 -2.985 -16.252 -0.572
O 13.108 -2.772 -14.122 -0.540
H 13.116 -4.859 -14.019 0.352
H 12.127 -4.198 -15.183 -0.389
H 13.741 -4.863 -16.459 -0.015
H 15.009 -4.741 -15.277 0.378
H 15.220 -3.174 -17.137 0.178
H 12.386 -2.840 -13.493 0.320
C 9.371 -8.441 -13.750 -0.680
C 8.564 -7.916 -14.995 1.314
O 9.098 -6.563 -15.255 -0.664
O 10.547 -9.137 -14.198 -0.429
H 8.860 -9.046 -13.001 0.437
H 9.724 -7.645 -13.094 0.340
H 7.543 -7.726 -14.666 -0.824
H 8.353 -8.503 -15.889 -0.087
H 9.324 -6.596 -16.187 0.538
H 10.638 -9.787 -13.497 0.249
C 8.339 -9.809 -29.613 -0.746
C 8.058 -9.984 -28.100 2.164
O 7.392 -11.179 -27.855 -0.536
O 9.589 -10.362 -30.079 -0.568
H 8.409 -8.742 -29.826 0.035
H 7.476 -10.081 -30.221 0.428
H 7.727 -9.117 -27.527 -0.608
H 8.943 -10.389 -27.611 -0.627
H 6.890 -11.187 -27.037 -0.098
H 9.415 -11.288 -30.267 0.332